Here is an isolated molecule of C6H12 from OMol25. Energies are from the ωB97M-V functional and the def2-TZVPD basis.

Calculated values
* largest force on an atom: 0.0407 Eh/bohr
* total charge: 0
* relative energy (zero: lowest compared OMol25 entry of this formula, charge and spin): 1.504 eV
* HOMO-LUMO gap: 10.59 eV
* LUMO: 1.20 eV
* structure (SMILES): C=CCCCC
* HOMO: -0.3451 Eh

Element x y z (Å)
C (0.283, 2.050, 0.476)
C (0.653, 0.893, 1.394)
C (1.195, -0.326, 0.642)
C (0.473, -0.746, -0.646)
C (-1.801, -1.437, -1.446)
C (-1.007, -0.838, -0.561)
H (0.062, 2.929, 1.089)
H (-0.716, 1.861, 0.057)
H (0.897, 2.260, -0.392)
H (1.255, 1.283, 2.218)
H (-0.222, 0.573, 1.983)
H (1.379, -1.153, 1.330)
H (2.200, -0.049, 0.291)
H (0.992, -1.547, -1.166)
H (0.600, 0.094, -1.363)
H (-1.572, -1.901, -2.395)
H (-2.852, -1.500, -1.176)
H (-1.452, -0.603, 0.400)

***

Here is a structure of composition C29H38F6N8O7S3Sm from OMol25. Energies are from the ωB97M-V functional and the def2-TZVPD basis.

Calculated values
* largest force on an atom: 0.1023 Eh/bohr
* expectation value of S²: 8.77
* total charge: +1
* HOMO-LUMO gap (spin up / spin down): 7.36 / 8.11 eV
* LUMO (spin up / spin down): -2.45 / -1.71 eV
* spin multiplicity: 6
* HOMO (spin up / spin down): -0.3606 / -0.3607 Eh

Element x y z (Å)
Sm (1.392, -0.281, -1.599)
C (-0.243, 5.154, 4.428)
O (-0.097, 3.912, 3.780)
C (-0.660, 2.805, 4.354)
C (-1.369, 2.779, 5.541)
C (-1.917, 1.588, 5.995)
C (-1.772, 0.426, 5.263)
C (-1.061, 0.435, 4.073)
C (-0.485, 1.613, 3.622)
N (0.207, 1.750, 2.418)
C (0.610, 0.797, 1.520)
N (1.118, -0.313, 2.070)
C (1.663, -1.527, 1.604)
C (1.854, -1.862, 0.247)
C (2.419, -3.149, 0.061)
C (2.757, -3.999, 1.100)
C (2.580, -3.614, 2.420)
C (2.035, -2.372, 2.679)
O (1.821, -1.860, 3.937)
C (2.328, -2.540, 5.063)
N (0.586, 1.035, 0.226)
C (-0.169, 2.132, -0.235)
C (-1.442, 2.456, 0.241)
C (-2.121, 3.557, -0.252)
C (-1.545, 4.347, -1.229)
C (-0.298, 4.023, -1.747)
C (0.385, 2.916, -1.269)
O (1.631, 2.495, -1.716)
C (2.319, 3.393, -2.571)
H (0.273, 5.876, 3.796)
H (0.221, 5.142, 5.417)
H (-1.294, 5.441, 4.516)
H (-1.502, 3.678, 6.120)
H (-2.469, 1.582, 6.921)
H (-2.216, -0.493, 5.609)
H (-0.980, -0.466, 3.486)
H (0.178, 2.699, 2.064)
H (1.183, -0.273, 3.083)
H (2.603, -3.499, -0.953)
H (3.168, -4.976, 0.894)
H (2.864, -4.279, 3.218)
H (2.133, -1.877, 5.905)
H (3.405, -2.712, 4.982)
H (1.815, -3.492, 5.226)
H (-1.903, 1.832, 0.992)
H (-3.098, 3.802, 0.132)
H (-2.063, 5.214, -1.609)
H (0.116, 4.631, -2.537)
H (2.425, 4.368, -2.082)
H (1.807, 3.518, -3.534)
H (3.306, 2.963, -2.742)
F (-2.076, -0.255, -5.122)
C (-0.817, -0.668, -5.145)
F (-0.663, -1.537, -4.121)
F (-0.604, -1.336, -6.269)
S (0.437, 0.681, -4.761)
O (0.357, 0.674, -3.314)
O (0.085, 1.865, -5.442)
N (1.787, 0.007, -5.230)
S (2.590, -0.612, -4.046)
O (1.907, -1.679, -3.353)
O (3.134, 0.339, -3.113)
C (4.080, -1.349, -4.888)
F (3.784, -2.367, -5.678)
F (4.704, -0.421, -5.596)
F (4.892, -1.772, -3.917)
C (-3.710, -3.637, -3.787)
C (-2.757, -4.283, -2.780)
N (-1.943, -3.291, -2.097)
C (-2.408, -2.383, -1.222)
S (-1.483, -1.013, -0.839)
N (-3.593, -2.587, -0.642)
C (-4.142, -1.743, 0.397)
C (-4.893, -0.546, -0.173)
H (-4.302, -4.394, -4.293)
H (-3.151, -3.086, -4.539)
H (-4.383, -2.941, -3.293)
H (-2.080, -4.968, -3.290)
H (-3.316, -4.870, -2.043)
H (-1.021, -3.103, -2.472)
H (-4.168, -3.352, -0.962)
H (-3.312, -1.394, 1.012)
H (-4.809, -2.362, 1.000)
H (-4.221, 0.058, -0.775)
H (-5.275, 0.063, 0.639)
H (-5.733, -0.868, -0.784)
N (3.983, 0.610, 1.072)
N (3.723, 0.833, -0.324)
H (4.937, 0.876, 1.320)
H (3.858, -0.379, 1.276)
H (4.533, 0.578, -0.903)
H (3.569, 1.839, -0.427)

***

Here is a structure of composition C5H11N2 from OMol25. Energies are from the ωB97M-V functional and the def2-TZVPD basis.

Calculated values
* largest force on an atom: 0.0624 Eh/bohr
* total charge: +1
* relative energy (zero: lowest compared OMol25 entry of this formula, charge and spin): 3.187 eV
* HOMO-LUMO gap: 9.39 eV
* LUMO: -3.56 eV
* HOMO: -0.4758 Eh

Element x y z (Å)
C (-0.616, -0.679, -1.129)
C (0.355, -0.247, 0.878)
C (-1.074, -0.670, 0.364)
C (1.193, -0.511, -0.386)
C (-2.197, 0.262, 0.784)
N (-1.067, -0.985, -2.193)
N (2.074, 0.634, -0.638)
H (0.523, 0.861, 1.272)
H (0.667, -1.036, 1.677)
H (-1.307, -1.676, 0.715)
H (1.841, -1.379, -0.424)
H (-1.887, 1.335, 0.530)
H (-2.451, 0.227, 1.809)
H (-3.124, -0.089, 0.232)
H (-0.734, -0.933, -3.184)
H (2.692, 0.448, -1.415)
H (2.610, 0.745, 0.190)
H (1.499, 1.400, -0.752)

***

Here is a structure of composition C3H2O3S from OMol25. Energies are from the ωB97M-V functional and the def2-TZVPD basis.

Calculated values
* largest force on an atom: 0.0445 Eh/bohr
* total charge: 0
* relative energy (zero: lowest compared OMol25 entry of this formula, charge and spin): 3.409 eV
* HOMO-LUMO gap: 8.61 eV
* LUMO: -0.94 eV
* HOMO: -0.3510 Eh

Element x y z (Å)
C (0.799, -1.369, -0.831)
C (-1.265, -0.474, -1.093)
C (-0.416, -0.925, 0.045)
O (1.898, -1.716, -0.535)
O (-2.127, 0.319, -1.247)
O (-0.837, -2.989, -1.865)
S (-0.317, -1.653, -2.276)
H (-0.698, -2.003, 0.407)
H (-0.418, -0.191, 0.912)

***

Here is a cluster of 16 separate species, C20H72N14O16 in total from OMol25. Energies are from the ωB97M-V functional and the def2-TZVPD basis.

Calculated values
* largest force on an atom: 0.1850 Eh/bohr
* total charge: 0
* relative energy (zero: lowest compared OMol25 entry of this formula, charge and spin): 0.067 eV
* HOMO-LUMO gap: 8.65 eV
* LUMO: 0.00 eV
* HOMO: -0.3177 Eh

Element x y z (Å)
C (-4.572, 3.356, 1.884)
C (-3.998, 2.054, 2.239)
O (-4.148, 1.826, 3.657)
H (-5.348, 3.706, 2.629)
H (-4.956, 3.435, 0.840)
H (-3.942, 4.251, 2.052)
H (-2.922, 2.050, 2.020)
H (-4.391, 1.240, 1.640)
H (-3.761, 0.933, 3.816)
C (-2.816, 1.433, -4.517)
C (-1.567, 0.862, -3.942)
O (-1.801, -0.501, -4.156)
H (-3.805, 1.069, -4.340)
H (-2.636, 1.440, -5.596)
H (-2.830, 2.481, -4.411)
H (-1.577, 0.929, -2.872)
H (-0.697, 1.154, -4.431)
H (-0.988, -0.906, -3.807)
C (-5.416, -1.847, -2.516)
C (-4.835, -0.571, -2.168)
O (-3.452, -0.706, -2.002)
H (-6.471, -1.808, -2.589)
H (-5.060, -2.697, -1.934)
H (-5.173, -2.052, -3.509)
H (-5.223, -0.288, -1.270)
H (-5.071, 0.242, -2.894)
H (-2.881, -0.508, -2.796)
C (0.920, -0.477, -0.022)
C (-0.382, 0.104, -0.398)
O (-1.286, 0.032, 0.739)
H (1.245, -1.144, -0.803)
H (1.015, -0.985, 0.891)
H (1.733, 0.262, 0.005)
H (-0.773, -0.399, -1.252)
H (-0.330, 1.129, -0.664)
H (-2.079, -0.425, 0.509)
C (0.516, -3.339, -2.319)
O (0.391, -2.013, -2.728)
N (-0.062, -3.865, -1.284)
N (1.402, -4.054, -2.995)
H (-0.847, -3.351, -0.784)
H (0.045, -4.876, -1.167)
H (1.839, -3.523, -3.698)
H (1.359, -5.099, -3.050)
C (-2.828, -2.293, 1.006)
O (-1.876, -2.771, 0.185)
N (-3.667, -1.308, 0.713)
N (-3.013, -2.739, 2.261)
H (-3.739, -1.096, -0.361)
H (-4.517, -1.116, 1.227)
H (-2.133, -3.231, 2.692)
H (-3.743, -2.324, 2.902)
C (2.234, 1.476, 4.720)
O (3.444, 1.276, 5.241)
N (1.608, 0.661, 3.896)
N (1.623, 2.524, 5.078)
H (2.175, -0.048, 3.418)
H (0.554, 0.482, 3.731)
H (2.184, 3.067, 5.751)
H (0.722, 2.887, 4.841)
C (1.887, -1.381, -5.352)
O (0.658, -0.943, -5.656)
N (2.771, -1.735, -6.224)
N (2.482, -1.362, -4.220)
H (2.432, -1.755, -7.196)
H (3.443, -2.583, -6.059)
H (1.985, -1.128, -3.312)
H (3.415, -1.719, -4.200)
C (2.384, 1.823, -2.232)
O (1.448, 0.941, -2.785)
N (3.638, 1.506, -1.988)
N (2.015, 2.979, -1.874)
H (4.080, 0.570, -2.139)
H (4.291, 2.219, -1.673)
H (1.115, 3.286, -2.157)
H (2.485, 3.500, -1.098)
C (-1.170, -0.362, 4.209)
O (-1.534, -0.857, 5.515)
N (-0.763, -1.140, 3.203)
N (-1.310, 0.903, 3.816)
H (-0.753, -2.185, 3.360)
H (-0.891, -0.875, 2.197)
H (-1.556, 1.630, 4.539)
H (-0.842, 1.333, 2.957)
C (0.435, 3.404, 1.668)
O (-0.331, 3.820, 0.628)
N (0.512, 2.078, 1.992)
N (1.123, 4.277, 2.390)
H (-0.005, 1.462, 1.371)
H (1.042, 1.672, 2.795)
H (1.001, 5.328, 2.198)
H (1.666, 3.898, 3.137)
C (1.687, -4.270, 1.800)
O (1.898, -3.234, 0.815)
H (1.491, -3.971, 2.768)
H (2.699, -4.738, 1.818)
H (0.927, -4.935, 1.426)
H (1.263, -3.250, 0.101)
C (4.125, 1.724, 1.319)
O (4.932, 2.823, 1.249)
H (3.207, 1.737, 0.765)
H (3.675, 1.637, 2.344)
H (4.609, 0.748, 1.363)
H (5.840, 2.605, 1.246)
C (4.361, -1.462, -0.612)
O (5.400, -0.955, -1.454)
H (3.678, -1.887, -1.382)
H (3.773, -0.704, -0.096)
H (4.601, -2.372, -0.076)
H (6.159, -0.988, -0.863)
C (4.192, -1.496, 2.949)
O (2.891, -1.251, 2.460)
H (4.173, -2.308, 3.679)
H (4.638, -0.596, 3.183)
H (4.885, -1.913, 2.223)
H (2.728, -1.819, 1.680)
C (-3.170, 2.866, -1.257)
O (-2.855, 4.076, -0.566)
H (-3.568, 2.922, -2.310)
H (-4.029, 2.458, -0.735)
H (-2.497, 2.049, -1.085)
H (-2.230, 3.854, 0.083)

***

Here is a cluster of 5 separate species, C17H31F3N2O11 in total from OMol25. Energies are from the ωB97M-V functional and the def2-TZVPD basis.

Calculated values
* largest force on an atom: 0.0485 Eh/bohr
* total charge: 0
* HOMO-LUMO gap: 9.78 eV
* LUMO: 0.48 eV
* structure (SMILES): O=C1OC[C@@H](F)O1.O=C1OC[C@@H](F)O1.O=C1OC[C@@H](F)O1.COC[C@H](C)N.COC[C@H](C)N
* HOMO: -0.3417 Eh

Element x y z (Å)
C (-0.291, -0.618, -0.030)
C (-0.619, -0.321, -1.491)
C (-1.799, -1.112, -2.075)
O (-1.507, -2.466, -2.317)
C (-0.639, -2.604, -3.426)
N (-0.785, 1.125, -1.754)
H (0.685, -0.309, 0.345)
H (-0.357, -1.707, 0.080)
H (-0.992, -0.114, 0.647)
H (0.321, -0.527, -2.023)
H (-2.153, -0.631, -2.986)
H (-2.501, -1.012, -1.239)
H (-1.000, -2.082, -4.313)
H (-0.478, -3.667, -3.580)
H (0.367, -2.225, -3.220)
H (-1.670, 1.398, -1.328)
H (-0.073, 1.604, -1.211)
C (2.520, 3.705, -0.741)
C (2.610, 2.819, 0.509)
C (3.912, 2.927, 1.308)
O (3.744, 2.014, 2.378)
C (4.591, 2.152, 3.498)
N (1.434, 3.092, 1.345)
H (3.198, 3.260, -1.477)
H (3.008, 4.668, -0.553)
H (1.501, 3.817, -1.089)
H (2.450, 1.804, 0.137)
H (4.110, 3.945, 1.668)
H (4.815, 2.597, 0.774)
H (4.155, 1.543, 4.290)
H (4.655, 3.170, 3.893)
H (5.564, 1.729, 3.229)
H (1.507, 2.460, 2.149)
H (1.541, 3.972, 1.859)
C (2.089, -6.418, -0.593)
C (1.524, -6.683, -1.986)
O (2.679, -6.732, -2.819)
C (3.695, -6.070, -2.180)
O (4.676, -5.676, -2.723)
O (3.426, -5.977, -0.881)
F (0.749, -5.669, -2.487)
H (2.192, -7.304, 0.034)
H (1.542, -5.693, 0.009)
H (1.062, -7.668, -2.074)
C (-5.058, -2.046, 2.362)
C (-3.967, -1.245, 1.647)
O (-2.791, -1.662, 2.297)
C (-3.037, -2.871, 2.903)
O (-2.217, -3.476, 3.523)
O (-4.303, -3.203, 2.759)
F (-4.178, 0.082, 1.835)
H (-5.893, -2.203, 1.689)
H (-5.319, -1.523, 3.280)
H (-3.864, -1.525, 0.596)
C (-1.481, 4.892, 0.085)
C (-2.565, 4.543, -0.935)
O (-3.748, 5.042, -0.412)
C (-3.538, 5.524, 0.867)
O (-4.420, 5.854, 1.588)
O (-2.241, 5.501, 1.144)
F (-2.584, 3.169, -1.067)
H (-0.810, 5.692, -0.220)
H (-1.024, 3.965, 0.425)
H (-2.421, 4.977, -1.923)

***

Here is a cluster of 6 separate species, C4H22NO5S2 in total from OMol25. Energies are from the ωB97M-V functional and the def2-TZVPD basis.

Calculated values
* largest force on an atom: 0.0549 Eh/bohr
* total charge: +1
* relative energy (zero: lowest compared OMol25 entry of this formula, charge and spin): 0.667 eV
* HOMO-LUMO gap: 8.71 eV
* LUMO: -2.75 eV
* HOMO: -0.4210 Eh

Element x y z (Å)
N (1.122, -0.189, -1.167)
C (0.513, -0.853, 0.066)
C (-0.579, -1.753, -0.520)
C (1.564, -1.531, 0.959)
S (2.837, -0.415, 1.533)
S (2.466, -0.011, 3.458)
C (0.998, 1.071, 3.496)
H (0.387, -0.131, -1.928)
H (1.574, 0.671, -0.874)
H (1.750, -0.884, -1.612)
H (0.090, -0.132, 0.771)
H (-0.283, -2.256, -1.436)
H (-1.391, -1.015, -0.566)
H (-0.926, -2.328, 0.346)
H (0.971, -2.165, 1.623)
H (2.071, -2.316, 0.388)
H (0.175, 0.706, 4.107)
H (0.591, 1.286, 2.506)
H (1.377, 1.993, 3.953)
H (-3.367, 0.868, -1.590)
H (-3.249, 2.133, -2.145)
O (-3.074, 1.224, -2.448)
H (-1.676, 3.300, 2.032)
H (-1.681, 3.894, 0.574)
O (-1.210, 3.310, 1.184)
H (3.479, -2.761, -2.127)
H (3.966, -1.773, -1.156)
O (3.139, -2.246, -1.355)
H (-1.439, 0.828, -3.000)
H (-0.922, -0.485, -3.747)
O (-0.667, 0.246, -3.166)
H (-3.402, 0.040, 0.861)
H (-2.528, 1.287, 0.638)
O (-2.677, 0.389, 0.342)

***

Here is a cluster of 2 separate species, H3N2O3S in total from OMol25. Energies are from the ωB97M-V functional and the def2-TZVPD basis.

Calculated values
* largest force on an atom: 0.0780 Eh/bohr
* total charge: -1
* relative energy (zero: lowest compared OMol25 entry of this formula, charge and spin): 2.834 eV
* HOMO-LUMO gap (spin up / spin down): 7.35 / 8.78 eV
* LUMO (spin up / spin down): 4.07 / 3.96 eV
* HOMO (spin up / spin down): -0.1203 / -0.1771 Eh

Element x y z (Å)
N (0.603, 1.565, -0.435)
N (1.416, 0.303, -0.228)
O (-1.308, -1.224, -0.763)
O (-1.430, 0.003, 1.411)
O (-0.347, -2.366, 1.251)
S (-0.731, -1.103, 0.618)
H (-0.083, 1.207, -1.109)
H (0.212, 1.606, 0.472)
H (1.668, 0.010, -1.219)

***

- What is the total charge in the sixth record?
  0